# 1
Entry from the OMol25 dataset: a structure of composition C30H55FeN4OP2S at a distorted geometry (wB97M-V/def2-TZVPD).

```
94
Properties=species:S:1:pos:R:3:mulliken_spin:R:1
C 2.27 -1.25 -1.80 0.0493
C 1.43 0.82 -2.72 -0.0257
C 3.24 -1.33 -2.84 0.0129
C 2.17 0.53 -3.94 0.0097
C 3.13 -0.47 -3.92 -0.0076
H 4.00 -2.08 -2.75 0.0020
H 2.02 1.18 -4.82 0.0005
H 3.83 -0.55 -4.77 -0.0007
N 1.35 -0.24 -1.77 0.0306
P 0.59 -2.31 0.10 -0.0261
P 0.09 2.31 -0.85 -0.1345
C 2.26 -2.31 -0.70 0.0158
H 2.49 -3.31 -1.08 -0.0014
H 3.03 -2.09 0.06 -0.0032
C 0.68 2.05 -2.53 0.1822
H 0.28 2.61 -3.39 -0.0133
C -1.62 3.25 -0.83 0.0429
C 1.54 3.46 -0.65 0.0414
C -0.44 -3.45 -1.05 0.0080
C 0.94 -3.15 1.74 0.0180
C -2.73 2.38 -0.21 0.0192
H -2.55 2.21 0.86 0.0019
H -3.69 2.91 -0.31 -0.0012
H -2.85 1.42 -0.70 0.0119
C -1.52 4.52 0.02 0.0081
H -1.22 4.30 1.05 -0.0013
H -0.83 5.26 -0.41 0.0007
H -2.51 4.99 0.07 -0.0004
C -2.03 3.59 -2.25 0.0090
H -2.94 4.21 -2.21 -0.0015
H -1.28 4.20 -2.78 -0.0002
H -2.22 2.67 -2.82 -0.0027
C 1.53 4.04 0.76 0.0211
H 1.24 3.28 1.51 -0.0094
H 2.57 4.34 0.98 0.0007
H 0.89 4.91 0.85 -0.0005
C 2.83 2.64 -0.83 0.0068
H 2.86 1.78 -0.13 -0.0036
H 2.97 2.28 -1.85 0.0002
H 3.67 3.31 -0.61 -0.0004
C 1.45 4.54 -1.75 0.0019
H 0.97 4.22 -2.69 -0.0016
H 0.93 5.44 -1.41 0.0009
H 2.48 4.79 -2.04 0.0000
C -0.42 -3.36 2.42 0.0271
H -0.24 -3.76 3.44 0.0007
H -0.97 -2.42 2.52 -0.0084
H -1.05 -4.09 1.90 0.0016
C 1.80 -2.19 2.58 0.0059
H 2.77 -2.00 2.15 -0.0009
H 1.29 -1.26 2.78 -0.0022
H 1.98 -2.70 3.58 0.0006
C 1.73 -4.47 1.60 0.0031
H 2.59 -4.37 0.94 -0.0006
H 2.10 -4.74 2.60 0.0004
H 1.11 -5.31 1.25 0.0007
C -0.12 -3.13 -2.52 -0.0001
H 0.90 -3.45 -2.80 0.0017
H -0.81 -3.70 -3.16 -0.0001
H -0.21 -2.07 -2.77 0.0040
C -1.93 -3.21 -0.77 0.0162
H -2.25 -2.23 -1.11 0.0036
H -2.53 -3.94 -1.32 0.0003
H -2.18 -3.27 0.30 0.0001
C -0.14 -4.94 -0.82 0.0011
H 0.92 -5.18 -0.93 0.0001
H -0.51 -5.29 0.16 0.0010
H -0.69 -5.51 -1.59 -0.0005
Fe 0.06 -0.01 -0.32 3.7140
C 0.54 0.63 1.36 -0.1790
O 1.75 0.87 1.85 0.0162
N -1.55 -0.35 -1.63 0.0076
C -1.79 0.18 -2.66 0.0290
C -2.35 0.22 -4.12 0.0024
C -1.68 1.31 -4.98 0.0025
C -1.91 -1.13 -4.69 0.0015
C -3.82 0.48 -3.83 0.0039
H -1.78 2.34 -4.60 -0.0006
H -0.58 1.14 -5.11 0.0006
H -2.13 1.30 -5.99 0.0000
H -2.17 -1.93 -4.00 -0.0004
H -2.33 -1.34 -5.68 0.0002
H -0.79 -1.11 -4.77 -0.0013
H -4.27 1.17 -4.55 0.0000
H -4.31 -0.49 -3.78 -0.0008
H -3.93 0.96 -2.84 0.0009
N 0.85 0.64 4.52 0.0072
C -0.40 0.27 4.02 0.0406
N -1.29 -0.31 4.82 0.0134
S -0.94 0.64 2.38 0.0262
H 1.07 0.43 5.46 0.0006
H 1.54 0.96 3.86 -0.0001
H -2.16 -0.60 4.41 0.0002
H -1.07 -0.56 5.79 -0.0004
```

Results
* orbital gap (alpha / beta): 5.7 / 5.4 eV
* charge: +1
* 2S+1: 5
* LUMO energy (alpha / beta): -2.7 / -3.1 eV
* highest occupied orbital energy (alpha / beta): -8.421 / -8.480 eV
* max |F|: 8.366 eV/Å

***

# 2
Entry from the OMol25 dataset: a cluster of 11 separate species, C39H94F6N10O7P in total at a distorted geometry (wB97M-V/def2-TZVPD).

```
157
Properties=species:S:1:pos:R:3:lowdin_charge:R:1
P -0.51 -0.36 -1.81 0.2061
F -0.40 1.16 -2.35 -0.1513
F 0.63 0.01 -0.71 -0.1537
F -1.66 0.10 -0.74 -0.1423
F -0.65 -1.86 -1.19 -0.1830
F -1.65 -0.68 -2.91 -0.1786
F 0.58 -0.88 -2.88 -0.1559
C 2.32 2.14 5.48 -0.0586
C 2.76 1.24 4.30 -0.2696
N 2.16 -0.05 4.18 -0.1899
C 2.40 -0.96 5.28 -0.2553
C 3.88 -1.32 5.46 -0.0779
C 0.77 -0.09 3.73 -0.2484
C 0.56 0.81 2.52 -0.0727
H 2.12 1.58 6.40 0.0613
H 1.45 2.74 5.23 0.0537
H 3.16 2.78 5.74 0.0706
H 2.68 1.83 3.38 0.1020
H 3.84 1.10 4.37 0.0878
H 1.98 -0.55 6.21 0.1083
H 1.90 -1.90 5.05 0.1111
H 4.02 -1.98 6.31 0.0757
H 4.25 -1.83 4.56 0.0503
H 4.52 -0.45 5.58 0.0630
H 0.07 0.22 4.54 0.1242
H 0.51 -1.13 3.52 0.0451
H 1.25 0.57 1.72 0.0636
H 0.67 1.87 2.78 0.0617
H -0.46 0.71 2.15 0.0794
C -1.94 2.78 5.58 -0.0848
C -3.09 3.48 4.86 -0.2563
N -2.62 4.33 3.78 -0.2159
C -1.99 3.62 2.68 -0.2397
C -2.95 2.86 1.77 -0.0707
C -3.55 5.38 3.41 -0.2744
C -3.02 6.26 2.30 -0.0922
H -2.14 2.79 6.66 0.0663
H -1.01 3.32 5.40 0.0649
H -1.75 1.76 5.26 0.0549
H -3.84 2.77 4.49 0.1130
H -3.57 4.17 5.56 0.1080
H -1.41 4.33 2.09 0.1011
H -1.30 2.86 3.06 0.0793
H -3.64 3.47 1.17 0.0691
H -2.40 2.26 1.04 0.0520
H -3.59 2.14 2.30 0.0723
H -3.73 6.00 4.30 0.1093
H -4.52 4.92 3.15 0.1191
H -3.68 7.11 2.14 0.0758
H -3.03 5.73 1.35 0.0547
H -2.00 6.56 2.54 0.0823
C 5.08 -0.45 2.16 -0.0922
C 5.87 0.33 1.11 -0.2660
N 5.61 -0.14 -0.24 -0.1842
C 4.20 -0.10 -0.60 -0.2492
C 3.53 1.28 -0.65 -0.0621
C 6.48 0.53 -1.20 -0.2710
C 6.34 -0.04 -2.60 -0.0964
H 5.50 -0.29 3.16 0.0661
H 5.17 -1.53 1.98 0.0841
H 4.04 -0.14 2.18 0.0483
H 5.69 1.41 1.29 0.1131
H 6.94 0.19 1.31 0.1109
H 4.06 -0.54 -1.60 0.0843
H 3.63 -0.79 0.02 0.0855
H 2.47 1.19 -0.85 0.0435
H 3.70 1.80 0.30 0.0671
H 4.04 1.91 -1.38 0.0697
H 7.49 0.32 -0.83 0.1111
H 6.33 1.62 -1.21 0.1134
H 5.45 0.31 -3.13 0.0678
H 6.33 -1.12 -2.61 0.0726
H 7.18 0.33 -3.21 0.0707
C 2.77 -3.62 2.70 -0.3552
O 3.14 -4.58 3.34 0.0084
N 2.05 -3.65 1.55 -0.1683
C 1.53 -2.43 0.99 -0.0654
C 1.70 -4.91 0.91 -0.0214
H 2.96 -2.57 3.00 0.1074
H 1.54 -2.51 -0.11 0.0860
H 2.08 -1.54 1.27 0.0699
H 0.47 -2.30 1.23 0.0431
H 2.04 -4.84 -0.13 0.0849
H 2.21 -5.71 1.43 0.0822
H 0.62 -5.07 0.88 0.0883
C -4.94 -4.32 -3.12 -0.3668
O -5.30 -3.79 -2.10 0.0396
N -3.65 -4.41 -3.47 -0.1880
C -3.24 -4.90 -4.75 -0.0692
C -2.64 -3.84 -2.60 -0.0280
H -5.64 -4.79 -3.84 0.1295
H -2.65 -5.81 -4.62 0.0893
H -2.59 -4.17 -5.24 0.0852
H -4.11 -5.07 -5.38 0.0772
H -2.97 -3.26 -1.75 0.0532
H -1.99 -4.67 -2.27 0.0955
H -2.01 -3.20 -3.22 0.0764
C -0.46 5.85 -0.69 -0.3593
O -1.42 6.59 -0.83 -0.0085
N -0.40 4.55 -1.06 -0.1753
C 0.71 3.70 -0.67 -0.0586
C -1.51 3.86 -1.69 -0.0352
H 0.51 6.20 -0.30 0.1285
H 0.36 2.89 -0.02 0.0810
H 1.45 4.27 -0.12 0.0830
H 1.15 3.25 -1.56 0.0832
H -1.84 3.05 -1.03 0.0735
H -2.36 4.49 -1.91 0.0934
H -1.17 3.44 -2.64 0.0689
C 1.26 -4.00 -3.34 -0.3285
O 0.54 -4.95 -3.56 0.0065
N 2.62 -4.00 -3.37 -0.2003
C 3.38 -2.77 -3.35 -0.0643
C 3.33 -5.19 -3.72 -0.0599
H 0.87 -3.00 -3.11 0.1105
H 3.89 -2.66 -4.31 0.0920
H 4.10 -2.81 -2.53 0.0856
H 2.74 -1.91 -3.19 0.0704
H 3.71 -5.10 -4.75 0.0918
H 4.19 -5.37 -3.08 0.0876
H 2.64 -6.03 -3.69 0.0812
C -3.49 -2.48 2.70 -0.3446
O -4.48 -2.68 2.05 0.0299
N -2.24 -2.45 2.15 -0.1593
C -1.02 -2.29 2.90 -0.0883
C -2.08 -2.67 0.72 -0.0445
H -3.46 -2.21 3.77 0.1279
H -0.51 -1.37 2.58 0.0368
H -0.34 -3.13 2.74 0.0944
H -1.23 -2.21 3.97 0.1008
H -3.04 -2.52 0.24 0.0674
H -1.36 -1.97 0.30 0.0464
H -1.75 -3.69 0.54 0.1026
C -4.42 -0.84 -1.37 -0.3449
O -4.95 -1.48 -0.50 0.0272
N -4.90 0.30 -1.94 -0.1703
C -4.16 0.99 -2.98 -0.0631
C -6.13 0.90 -1.49 -0.0607
H -3.43 -1.11 -1.78 0.1028
H -4.16 2.07 -2.85 0.0848
H -4.64 0.82 -3.96 0.0963
H -3.13 0.63 -3.03 0.0425
H -6.89 0.95 -2.29 0.0844
H -6.57 0.32 -0.68 0.0816
H -5.95 1.93 -1.17 0.0836
C -2.12 2.04 -4.94 -0.3593
O -2.75 3.07 -4.80 0.0107
N -1.90 1.42 -6.12 -0.1942
C -1.14 0.21 -6.21 -0.0494
C -2.52 1.91 -7.31 -0.0559
H -1.67 1.49 -4.10 0.0979
H -0.96 -0.19 -5.21 0.0701
H -0.14 0.42 -6.59 0.0920
H -1.62 -0.51 -6.87 0.0876
H -1.79 1.88 -8.13 0.0878
H -3.40 1.31 -7.55 0.0939
H -2.81 2.95 -7.18 0.0825
```

Results
* orbital gap: 8.3 eV
* charge: -1
* energy relative to the best compared isomer or geometry (same formula, charge and spin): 72.6 kJ/mol
* 2S+1: 1
* LUMO energy: 2.2 eV
* highest occupied orbital energy: -6.160 eV
* max |F|: 2.091 eV/Å

***

# 3
Entry from the OMol25 dataset: a structure of composition C8H11NO3P at a distorted geometry (wB97M-V/def2-TZVPD).

```
24
Properties=species:S:1:pos:R:3:lowdin_charge:R:1
C -3.77 0.41 0.40 -0.0538
C -3.80 -0.44 -0.65 -0.0366
C -2.55 0.91 1.02 0.0326
C -2.52 -0.79 -1.22 0.0320
C -1.39 0.36 0.56 -0.2560
C -1.35 -0.44 -0.63 -0.1759
C 3.16 1.78 -0.60 -0.2164
C 2.76 -2.03 0.30 -0.0218
N -0.12 0.63 1.09 0.0489
O 0.01 -0.80 -0.93 -0.0153
O 2.14 0.89 -0.90 -0.2835
O 1.86 -1.12 0.92 -0.2202
P 0.91 -0.18 0.17 0.8454
H -4.77 0.56 0.75 0.1086
H -4.74 -0.75 -1.05 0.1133
H -2.61 1.61 1.85 0.1280
H -2.52 -1.29 -2.15 0.1124
H 3.53 1.81 0.47 0.0890
H 2.89 2.92 -1.00 0.1402
H 4.12 1.53 -1.21 0.1049
H 3.43 -1.26 -0.16 0.1081
H 2.20 -2.63 -0.39 0.0904
H 3.16 -2.54 1.27 0.1549
H -0.05 0.86 2.09 0.1709
```

Results
* orbital gap: 9.6 eV
* charge: +1
* energy relative to the best compared isomer or geometry (same formula, charge and spin): 194.5 kJ/mol
* 2S+1: 1
* LUMO energy: -3.4 eV
* highest occupied orbital energy: -12.982 eV
* max |F|: 6.895 eV/Å

***

# 4
Entry from the OMol25 dataset: a cluster of 6 separate species, C26H57N2O7 in total (wB97M-V/def2-TZVPD).

```
92
Properties=species:S:1:pos:R:3:lowdin_charge:R:1
C -0.15 3.16 -3.33 -0.0718
C -0.74 3.57 -1.97 -0.2578
O -2.15 3.68 -1.96 -0.1284
C -2.80 2.54 -1.46 -0.2465
C -3.18 1.52 -2.53 -0.1618
C -3.77 0.24 -1.90 -0.1826
C -2.62 -0.66 -1.46 -0.1622
C -2.98 -1.71 -0.36 -0.1038
C -1.79 -1.87 0.53 -0.1594
C -0.91 -2.93 0.32 0.0570
C 0.26 -3.08 1.05 0.0802
C 0.55 -2.13 2.01 -0.2556
O 1.70 -2.18 2.76 -0.0433
C 2.58 -1.09 2.43 -0.2007
C 3.21 -1.19 1.04 -0.0397
C -0.36 -1.11 2.23 0.0836
N -1.51 -0.99 1.52 0.0329
C -2.37 0.16 1.85 -0.0656
C -3.74 -0.20 2.37 -0.2095
N -4.74 0.25 1.75 0.1419
H 0.18 2.13 -3.31 0.0552
H -0.89 3.35 -4.10 0.0815
H 0.72 3.77 -3.53 0.0644
H -0.35 4.55 -1.72 0.1032
H -0.36 2.90 -1.20 0.1080
H -2.17 2.04 -0.71 0.0878
H -3.71 2.85 -0.94 0.1309
H -2.27 1.22 -3.04 0.1084
H -3.86 1.96 -3.26 0.1218
H -4.36 -0.23 -2.68 0.1162
H -4.42 0.49 -1.07 0.0972
H -2.20 -1.19 -2.31 0.1249
H -1.83 -0.02 -1.08 0.0967
H -3.12 -2.66 -0.85 0.1186
H -3.90 -1.50 0.16 0.0885
H -1.14 -3.64 -0.45 0.1359
H 0.91 -3.93 0.86 0.1411
H 3.38 -1.09 3.16 0.1284
H 2.09 -0.12 2.53 0.1106
H 4.17 -1.70 1.07 0.0852
H 2.59 -1.71 0.32 0.0733
H 3.39 -0.19 0.65 0.0764
H -0.15 -0.38 2.99 0.1506
H -2.48 0.82 1.00 0.1131
H -1.87 0.73 2.63 0.1328
H -3.86 -0.81 3.26 0.1251
H -5.61 -0.01 2.22 0.0748
C 4.74 3.24 -1.84 -0.0839
C 3.30 3.24 -1.39 -0.3037
O 2.50 2.34 -2.16 -0.1017
H 4.81 3.51 -2.89 0.0808
H 5.34 3.93 -1.25 0.0783
H 5.16 2.23 -1.74 0.0547
H 2.85 4.23 -1.50 0.1111
H 3.23 2.96 -0.33 0.1043
H 2.89 1.46 -2.06 0.0643
C -6.53 -4.62 2.43 -0.0838
C -5.30 -4.18 1.65 -0.3285
O -5.63 -3.76 0.33 -0.0866
H -7.04 -5.43 1.91 0.0823
H -6.26 -4.96 3.43 0.0785
H -7.24 -3.79 2.52 0.0750
H -4.60 -5.01 1.54 0.1131
H -4.78 -3.37 2.18 0.0900
H -6.24 -3.02 0.41 0.0805
C -1.82 6.71 0.91 -0.0910
C -0.40 7.07 1.31 -0.3207
O 0.56 6.54 0.39 -0.0941
H -1.93 5.62 0.85 0.0664
H -2.54 7.10 1.63 0.0738
H -2.06 7.11 -0.08 0.0759
H -0.15 6.65 2.28 0.1086
H -0.28 8.16 1.36 0.1101
H 0.36 6.92 -0.48 0.0753
C 2.68 -6.24 4.30 -0.0903
C 3.91 -5.81 3.53 -0.3123
O 3.59 -5.37 2.21 -0.0907
H 2.16 -7.04 3.77 0.0762
H 2.94 -6.59 5.30 0.0769
H 1.98 -5.40 4.40 0.0655
H 4.60 -6.64 3.41 0.1142
H 4.43 -5.01 4.06 0.1089
H 2.98 -4.62 2.28 0.0431
C 6.38 0.07 -5.01 -0.0869
C 6.27 -0.53 -3.62 -0.3086
O 5.12 -0.03 -2.92 -0.1072
H 6.45 1.15 -4.95 0.0758
H 7.27 -0.31 -5.52 0.0776
H 5.50 -0.17 -5.61 0.0740
H 7.13 -0.27 -3.02 0.1128
H 6.20 -1.62 -3.68 0.1084
H 4.35 -0.26 -3.44 0.0762
```

Results
* orbital gap: 7.6 eV
* charge: +1
* 2S+1: 1
* LUMO energy: -4.0 eV
* highest occupied orbital energy: -11.533 eV
* max |F|: 0.936 eV/Å

***

# 5
Entry from the OMol25 dataset: a cluster of 7 separate species, C2H18O6 in total at a distorted geometry (wB97M-V/def2-TZVPD).

```
26
Properties=species:S:1:pos:R:3:lowdin_charge:R:1
C -0.27 -4.95 -4.25 -0.1890
C -0.09 -3.89 -3.05 -0.1785
H -1.33 -4.88 -4.55 0.0567
H 0.05 -5.96 -3.83 0.0673
H 0.41 -4.78 -5.10 0.0522
H -0.58 -2.99 -3.59 0.0691
H -0.71 -4.09 -2.20 0.0365
H 1.06 -3.73 -2.91 0.0869
H -0.90 -0.74 2.91 0.0243
H -0.28 -1.90 3.34 -0.0055
O -0.70 -1.60 2.57 -0.0242
H 0.01 4.03 2.86 0.0472
H -0.52 2.83 2.08 -0.0512
O -0.10 3.05 2.86 -0.0618
H 1.73 4.07 -0.02 0.0903
H 2.47 3.30 -1.01 0.0284
O 2.46 3.34 -0.04 -0.1149
H -0.37 3.98 5.63 0.0822
H 0.69 4.89 5.56 0.0308
O -0.15 4.80 5.09 -0.0862
H 1.11 0.60 -0.25 0.1120
H 1.03 -0.05 -1.57 0.0465
O 0.55 0.67 -1.12 -0.1099
H -1.32 1.15 -0.42 0.0579
H -2.59 1.44 0.51 0.0040
O -1.66 1.41 0.51 -0.0709
```

Results
* orbital gap: 11.2 eV
* energy relative to the best compared isomer or geometry (same formula, charge and spin): 192.6 kJ/mol
* 2S+1: 1
* LUMO energy: 0.5 eV
* highest occupied orbital energy: -10.724 eV
* max |F|: 4.115 eV/Å

***

# 6
Entry from the OMol25 dataset: a structure of composition C22H36FNNbO17 at a distorted geometry (wB97M-V/def2-TZVPD).

```
78
Properties=species:S:1:pos:R:3:lowdin_charge:R:1
O -2.15 0.20 1.81 0.1947
C -1.67 -0.14 2.79 -0.6056
F -1.54 0.77 3.77 0.0784
N -1.18 -1.38 3.16 0.0610
C 0.14 -1.70 2.60 -0.6361
O 0.67 -0.93 1.89 -0.0147
Nb 1.15 -3.71 3.20 0.9103
H -1.85 -2.12 3.02 0.1011
H 1.28 -2.95 4.88 -0.1843
H -0.51 -4.40 3.54 -0.1994
H 0.95 -4.35 1.49 -0.1469
H 2.84 -3.18 2.74 -0.1769
H 1.83 -5.24 3.91 -0.1883
C -3.19 1.42 6.46 -0.0161
C -3.71 0.02 6.64 -0.3236
C -5.11 -0.20 6.14 -0.0987
O -5.55 -1.29 6.96 0.0583
C -4.86 -1.22 8.12 -0.5587
O -5.11 -1.86 9.09 0.1605
O -3.86 -0.31 8.03 0.0874
H -2.28 1.57 7.04 0.0988
H -2.97 1.62 5.41 0.0600
H -3.91 2.16 6.81 0.0905
H -3.01 -0.70 6.19 0.1624
H -5.15 -0.47 5.08 0.1372
H -5.77 0.65 6.32 0.1361
C 4.45 -2.87 -1.82 -0.0071
C 3.96 -4.29 -1.69 -0.3297
C 2.59 -4.54 -2.25 -0.1063
O 2.15 -5.67 -1.48 0.0441
C 2.80 -5.60 -0.28 -0.5980
O 2.53 -6.26 0.67 0.1066
O 3.78 -4.66 -0.32 0.0642
H 5.33 -2.71 -1.20 0.0956
H 4.70 -2.64 -2.85 0.0518
H 3.69 -2.16 -1.48 0.0972
H 4.70 -4.98 -2.13 0.1586
H 2.60 -4.79 -3.31 0.1324
H 1.90 -3.71 -2.07 0.1391
C 4.02 1.17 -6.38 -0.0244
C 4.59 -0.22 -6.23 -0.3172
C 3.70 -1.24 -5.55 -0.0854
O 4.68 -2.15 -5.01 0.0301
C 5.81 -1.44 -4.78 -0.5688
O 6.75 -1.83 -4.17 0.1637
O 5.73 -0.21 -5.35 0.0868
H 4.80 1.87 -6.66 0.0881
H 3.24 1.19 -7.14 0.0854
H 3.60 1.53 -5.44 0.0824
H 4.93 -0.58 -7.21 0.1549
H 3.04 -1.76 -6.25 0.1409
H 3.11 -0.85 -4.72 0.1076
C -2.03 3.78 3.10 -0.0139
C -3.14 4.48 3.85 -0.3339
C -3.56 5.81 3.27 -0.1001
O -4.08 6.49 4.42 0.0563
C -3.45 5.97 5.51 -0.5603
O -3.51 6.43 6.61 0.1626
O -2.73 4.87 5.17 0.0804
H -1.63 2.97 3.69 0.0633
H -2.39 3.39 2.15 0.0960
H -1.20 4.47 2.90 0.0926
H -4.00 3.81 3.95 0.1564
H -4.32 5.72 2.50 0.1373
H -2.71 6.39 2.89 0.1373
C -1.28 3.24 -6.88 -0.0211
C -0.64 1.88 -6.78 -0.3317
C -1.47 0.82 -6.11 -0.0895
O -0.47 -0.07 -5.60 0.0792
C 0.65 0.66 -5.39 -0.5250
O 1.61 0.27 -4.81 0.1358
O 0.52 1.90 -5.93 0.0863
H -0.54 3.99 -7.16 0.0888
H -2.08 3.24 -7.61 0.0906
H -1.69 3.55 -5.91 0.0908
H -0.31 1.55 -7.78 0.1588
H -2.14 0.31 -6.79 0.1407
H -2.05 1.21 -5.26 0.1426
```

Results
* orbital gap: 6.6 eV
* charge: -1
* 2S+1: 1
* LUMO energy: 1.4 eV
* highest occupied orbital energy: -5.233 eV
* max |F|: 4.496 eV/Å

***

What electronic energy values result from the calculations? In sequence: -3814.6581 -3557.4477 -932.9793 -1660.7171 -538.3603 -2350.4426 hartree.